The following is a DFT calculation (wB97M-V/def2-TZVPD) of C40H32ClN11O4Pb as an isolated structure.

CARTESIAN COORDINATES (ANGSTROEM)
Pb: -0.069 0.559 -0.798
C: 1.965 3.729 -2.672
O: 0.926 3.770 -1.658
C: -0.290 4.040 -2.216
C: -0.896 5.277 -2.127
C: -2.146 5.531 -2.721
C: -2.816 4.549 -3.424
C: -2.209 3.294 -3.485
C: -2.594 2.047 -4.051
N: -1.747 1.094 -3.806
N: -1.668 -0.115 -4.193
C: -1.148 -1.158 -3.514
O: -0.466 -1.083 -2.458
C: -1.414 -2.480 -4.111
C: -2.307 -2.649 -5.167
C: -2.548 -3.919 -5.662
C: -1.889 -5.013 -5.113
C: -0.992 -4.845 -4.066
C: -0.757 -3.579 -3.560
C: -0.991 3.056 -2.892
O: -0.592 1.762 -3.003
H: 2.912 3.687 -2.153
H: 1.922 4.637 -3.272
H: 1.855 2.856 -3.316
H: -0.366 6.064 -1.604
H: -2.577 6.519 -2.635
H: -3.771 4.741 -3.896
H: -3.472 1.797 -4.629
H: -2.806 -1.793 -5.602
H: -3.242 -4.057 -6.480
H: -2.076 -6.005 -5.506
H: -0.475 -5.699 -3.649
H: -0.064 -3.433 -2.743
C: 5.904 -0.787 -0.328
N: 4.724 0.078 -0.539
C: 3.520 -0.283 -0.960
N: 2.641 0.683 -0.715
C: 3.409 1.636 -0.103
N: 4.672 1.313 0.023
C: 5.636 -1.701 0.848
C: 5.831 -3.075 0.785
C: 5.428 -3.881 1.845
C: 4.778 -3.333 2.943
C: 4.594 -1.957 3.004
C: 5.058 -1.148 1.978
C: 3.766 -1.271 4.009
N: 3.793 -0.021 4.290
N: 2.614 0.241 5.000
C: 1.994 -0.876 5.080
O: 2.670 -1.903 4.503
C: 0.581 -1.065 5.445
C: 0.023 -2.285 5.814
C: -1.352 -2.387 5.965
C: -2.177 -1.299 5.686
C: -1.618 -0.086 5.307
C: -2.454 1.082 4.840
N: -1.964 1.537 3.515
C: -1.578 0.787 2.491
N: -1.029 1.547 1.550
C: -1.120 2.802 2.089
N: -1.673 2.839 3.278
C: -0.239 0.034 5.234
H: 6.735 -0.109 -0.154
H: 6.091 -1.344 -1.243
H: 3.315 -1.241 -1.416
H: 3.021 2.577 0.260
H: 6.284 -3.525 -0.091
H: 5.592 -4.949 1.798
H: 4.419 -3.972 3.739
H: 4.901 -0.079 2.055
H: 0.656 -3.148 5.980
H: -1.791 -3.328 6.269
H: -3.254 -1.409 5.749
H: -2.361 1.950 5.488
H: -3.507 0.822 4.759
H: -1.688 -0.288 2.476
H: -0.753 3.693 1.602
H: 0.221 0.971 4.938
Cl: -5.348 -2.470 -0.981
C: -4.675 -0.892 -0.893
C: -5.465 0.218 -0.658
C: -4.855 1.462 -0.601
C: -3.488 1.547 -0.776
N: -2.726 0.470 -1.008
C: -3.312 -0.731 -1.064
H: -6.533 0.106 -0.520
H: -5.436 2.357 -0.419
H: -2.983 2.506 -0.719
H: -2.684 -1.593 -1.263

Its HOMO-LUMO gap is 6.4 eV. For the energy relative to the best compared isomer or geometry (same formula, charge and spin), the calculation gives 0.0 kJ/mol. The HOMO energy is -12.79 eV. Its total charge is +2.